{
  "formula": "C3H10NO",
  "method": "wB97M-V/def2-TZVPD",
  "symbols": ["H", "H", "H", "H", "H", "H", "O", "H", "H", "H", "C", "N", "C", "H", "C"],
  "xyz": [[-0.965, 1.403, 2.443], [-2.023, 0.508, 1.389], [-1.474, -0.964, -1.645], [2.465, -0.089, -1.213], [-1.741, -0.091, 3.054], [0.531, -0.435, 2.234], [-0.244, -0.419, 1.656], [0.273, -0.505, 0.018], [-0.060, -1.097, -2.864], [1.396, 0.851, -2.391], [-1.294, 0.395, 2.190], [0.386, -0.366, -1.015], [1.545, 0.474, -1.391], [1.614, 1.235, -0.613], [-0.409, -0.900, -1.854]],
  "forces_ev_per_a": [[0.2, -0.1, 0.1], [-0.1, -0.2, 0.1], [0.2, -1.2, 0.6], [0.0, -0.1, -0.6], [-0.1, 0.0, 0.0], [-0.4, 0.0, 0.2], [0.7, -0.1, -0.3], [-1.1, 0.8, 0.0], [-0.2, 0.6, -0.2], [0.3, 0.1, -0.1], [-0.1, 0.2, -0.2], [0.5, -0.1, 0.0], [0.5, -1.2, 1.0], [-0.4, 0.4, -0.4], [-0.1, 0.8, -0.4]],
  "mulliken_charge": [0.28, 0.25, 0.28, 0.33, 0.25, 0.30, -0.60, 0.30, 0.33, 0.39, -0.53, 0.10, -0.81, 0.29, -0.16],
  "e_tot_ha": -249.99334,
  "lumo_ev": -5.18,
  "charge": 1,
  "homo_energy_ev": -15.0,
  "homo_lumo_gap_ev": 9.87
}